The following is a DFT calculation (the ωB97M-V functional and the def2-TZVPD basis) of a cluster of 7 separate species, C17H46F3N14O8 in total.

```
! RIJCOSX wB97M-V def2-TZVPD def2/J DEFGRID3
* xyz 1 1
N 2.47 0.23 -1.18
C 1.09 0.68 -1.44
C 0.03 -0.41 -1.26
C -1.40 0.12 -1.38
C -2.14 0.34 -0.04
C -2.58 1.77 0.20
C -3.52 1.95 1.40
N -2.78 2.42 2.64
C -1.28 2.20 2.72
C -1.14 0.84 3.39
C 0.28 0.39 3.71
O 0.60 0.90 4.99
C 0.37 -1.13 3.71
F 1.59 -1.53 4.07
F -0.51 -1.69 4.56
F 0.12 -1.62 2.48
C -0.60 2.40 1.34
O -1.52 2.72 0.32
H 2.55 -0.06 -0.21
H 2.65 -0.62 -1.72
H 1.04 1.07 -2.46
H 0.89 1.54 -0.79
H 0.21 -1.17 -2.04
H 0.18 -0.93 -0.30
H -2.00 -0.56 -1.99
H -1.37 1.06 -1.94
H -3.07 -0.24 -0.01
H -1.52 -0.03 0.79
H -3.14 2.10 -0.68
H -4.06 1.03 1.64
H -4.25 2.72 1.19
H -2.98 3.41 2.78
H -3.18 1.94 3.47
H -0.93 2.97 3.41
H -1.67 0.98 4.33
H -1.69 0.09 2.82
H 1.00 0.72 2.95
H 1.56 1.00 5.08
H -0.03 1.50 1.09
H 0.09 3.24 1.39
C -5.59 -1.89 0.47
O -5.46 -0.71 0.77
N -6.27 -2.28 -0.64
N -5.05 -2.89 1.22
H -6.40 -3.24 -0.90
H -6.69 -1.56 -1.20
H -4.57 -2.63 2.06
H -5.16 -3.86 1.00
C 3.29 -3.29 -0.74
O 2.77 -2.75 -1.71
N 2.53 -3.68 0.34
N 4.62 -3.52 -0.65
H 2.92 -4.15 1.14
H 1.54 -3.55 0.27
H 5.20 -3.25 -1.43
H 5.04 -3.96 0.15
C 3.91 2.41 -3.66
O 2.74 2.10 -3.89
N 4.66 3.15 -4.52
N 4.49 2.02 -2.50
H 5.60 3.44 -4.32
H 4.22 3.48 -5.36
H 3.91 1.41 -1.92
H 5.44 2.23 -2.25
C 6.30 -2.29 -3.75
O 5.94 -3.32 -3.20
N 5.45 -1.55 -4.51
N 7.58 -1.81 -3.65
H 5.70 -0.70 -4.98
H 4.49 -1.87 -4.56
H 8.23 -2.36 -3.13
H 7.89 -0.98 -4.11
C -0.99 1.13 -5.07
O -1.58 2.00 -4.44
N 0.35 1.18 -5.33
N -1.65 0.03 -5.57
H 0.83 0.44 -5.80
H 0.90 1.93 -4.94
H -2.64 -0.01 -5.42
H -1.20 -0.69 -6.10
C -3.94 0.58 6.26
O -3.58 0.91 5.13
N -3.36 -0.46 6.91
N -4.93 1.23 6.92
H -3.63 -0.75 7.83
H -2.62 -0.95 6.44
H -5.38 1.99 6.45
H -5.24 0.97 7.84
*
```

total energy	-2343.5417	a.u.
E_HOMO	-10.73	eV

The computed Mulliken charges, all in e, follow: -0.5959, -0.1749, 0.0061, -0.9428, 0.7204, 0.1290, -1.2505, 0.0540, -0.0497, -1.0480, -0.2336, -0.5676, 0.4853, -0.3015, -0.2665, -0.2048, -0.4173, -0.5413, 0.2016, 0.2006, 0.0203, -0.0522, 0.5557, -0.2253, 0.3214, 0.3875, -0.1417, -0.4238, 0.7714, 0.4650, 0.4898, 0.4924, 0.2461, 0.7381, 0.4072, 0.5883, 0.5200, 0.3921, -0.1351, 0.4670, 0.7478, -0.6713, -0.4251, -0.3904, 0.1583, 0.2247, 0.1944, 0.1647, 0.6714, -0.6884, -0.3741, -0.3050, 0.1514, 0.2007, 0.2152, 0.1343, 0.4974, -0.6096, -0.4454, -0.2803, 0.1546, 0.2217, 0.3323, 0.1796, 0.7327, -0.7644, -0.3420, -0.3932, 0.1485, 0.2137, 0.2231, 0.1585, 0.7773, -0.6791, -0.3242, -0.4238, 0.1450, 0.1864, 0.2219, 0.1529, 0.5146, -0.6738, -0.3545, -0.4244, 0.1757, 0.2022, 0.2147, 0.1664